# 1
Density functional theory data (the ωB97M-V functional and the def2-TZVPD basis) for the molecule C3H4N2O2 in a non-equilibrium geometry.

Bonds (Å) are listed after each position.
Positions of all 11 atoms, in Å:
1 C -1.557 -0.280 0.008  N2 1.438, H8 1.099, H9 1.086, H10 1.089
2 N -0.160 -0.105 0.302  C1 1.438, N3 1.372, C6 1.368
3 N 0.664 -1.142 -0.056  N2 1.372, C4 1.273
4 C 1.769 -0.556 -0.293  N3 1.273, O5 1.353, H11 1.072
5 O 1.809 0.760 0.023  C4 1.353, C6 1.394
6 C 0.509 1.083 0.408  N2 1.368, O5 1.394, O7 1.200
7 O 0.132 2.166 0.762  C6 1.200
8 H -1.679 -0.799 -0.952  C1 1.099
9 H -1.990 -0.877 0.806  C1 1.086
10 H -2.009 0.709 -0.053  C1 1.089
11 H 2.511 -0.959 -0.954  C4 1.072

- Energy above the lowest of the compared OMol25 structures with the same formula, charge and spin: 192.69 kJ/mol
- SMILES string: Cn1ncoc1=O
- Orbital gap: 10.37 eV

# 2
Density functional theory data (the ωB97M-V functional and the def2-TZVPD basis) for the molecule C3H4N2O2 in a non-equilibrium geometry.

Bonds (Å) are listed after each position.
Positions of all 11 atoms, in Å:
1 O -2.727 -0.332 -0.499  C2 1.348, H8 0.968
2 C -1.550 -0.097 0.116  O1 1.348, N3 1.422, N6 1.430, O7 1.376
3 N -0.836 -1.297 0.383  C2 1.422, C4 1.236
4 C 0.378 -1.062 0.367  N3 1.236, C5 1.516, H9 1.040
5 C 0.689 0.356 -0.071  C4 1.516, N6 1.478, H10 1.093, H11 1.007
6 N -0.651 0.948 -0.266  C2 1.430, C5 1.478, O7 1.432
7 O -1.331 0.941 0.993  C2 1.376, N6 1.432
8 H -3.072 -1.226 -0.373  O1 0.968
9 H 1.107 -1.770 0.589  C4 1.040
10 H 1.153 1.105 0.575  C5 1.093
11 H 1.312 0.330 -0.862  C5 1.007

- Energy above the lowest of the compared OMol25 structures with the same formula, charge and spin: 441.60 kJ/mol
- SMILES string: O[C@@]12N=CCN1O2
- Orbital gap: 10.82 eV

Looking at E for the records above, in order, we have -10250.2680, -10247.6882 eV.
Looking at LUMO for the records above, in order, we have 0.88, 0.90 eV.